C42H55GeMoN4Sb2 | wB97M-V/def2-TZVPD

Summary:
Spin multiplicity ... 3
Charge ... +1
Energy above the lowest of the compared OMol25 structures with the same formula, charge and spin ... 29.7 kcal per mole
F_max ... 5.32 eV/Å

Positions of all 105 atoms, in Å:
Mo: 0.48474 -0.31507 0.57192
C: -3.42339 -0.64278 2.64219
Sb: -1.94110 -1.49438 1.18454
C: -3.07719 -2.35220 -0.37653
C: -1.65273 -3.25263 2.59808
C: -2.02855 -4.42865 1.81802
C: -3.39797 -4.78460 1.80409
C: -3.88852 -5.88163 1.10671
C: -2.98036 -6.41412 0.11072
C: -1.63197 -6.11986 0.11035
C: -1.09444 -5.13547 1.01169
C: 0.31960 -4.75843 1.02989
Sb: 1.03154 -3.02904 -0.20742
C: 0.39890 -3.75468 -2.21348
C: 3.17982 -3.52912 -0.46336
H: -3.02452 -0.81532 3.63287
H: -4.31646 -1.28339 2.56106
H: -3.64182 0.42432 2.41839
H: -2.60116 -3.24611 -0.77111
H: -3.04230 -1.52682 -1.07488
H: -4.06559 -2.57484 0.00810
H: -2.33567 -3.01868 3.43739
H: -0.58091 -3.20828 2.80640
H: -4.04136 -4.26604 2.49742
H: -4.89960 -6.33945 1.39973
H: -3.50157 -7.13205 -0.59949
H: -1.01596 -6.65421 -0.55534
H: 1.01713 -5.59217 0.76969
H: 0.63177 -4.38682 2.07304
H: -0.10300 -4.70161 -2.18759
H: 1.30487 -3.75350 -2.83850
H: -0.34733 -3.01701 -2.54876
H: 3.18452 -4.56250 -0.78410
H: 3.52976 -3.46926 0.56474
H: 3.81772 -2.95607 -1.18305
N: 3.48415 0.13149 6.02997
C: 2.91427 0.25983 4.78491
C: 3.39139 -0.51780 3.70270
C: 2.67115 -0.48956 2.49543
N: 1.50247 0.16602 2.35132
C: 1.03005 0.89347 3.41747
C: 1.69206 0.87772 4.63286
H: 4.41112 -0.32229 6.17602
H: 2.86219 0.12528 6.84226
H: 4.30028 -1.14448 3.69777
H: 3.11182 -1.04466 1.67247
H: 0.17957 1.50585 3.31050
H: 1.23844 1.38313 5.48698
C: 5.98751 -0.45214 -2.74505
C: 4.83703 0.55378 -3.01743
N: 3.49720 0.12493 -2.54409
C: 2.46004 -0.26051 -3.58364
C: 2.94539 -0.82624 -4.86290
C: 3.11813 0.25755 -1.26044
C: 4.12726 0.61751 -0.23012
N: 1.80688 0.09619 -0.95073
H: 6.69136 -0.42508 -3.58468
H: 5.61566 -1.48881 -2.53592
H: 6.55316 -0.13821 -1.80773
H: 4.80113 0.66995 -4.10142
H: 4.98206 1.54643 -2.60199
H: 1.84171 0.62585 -3.76096
H: 1.90160 -1.06311 -3.05133
H: 3.49006 -0.06440 -5.42529
H: 2.08108 -1.09436 -5.46000
H: 3.56146 -1.74093 -4.70418
H: 3.64211 1.35132 0.46546
H: 5.00259 0.94847 -0.76054
H: 4.42335 -0.21557 0.37468
H: 1.22920 0.28837 -1.77777
C: -0.96972 0.73593 0.08309
Ge: -1.75538 2.50100 -0.18988
C: -1.11325 3.15704 -1.93707
C: -0.46646 4.36840 -2.11998
C: 0.13335 4.64770 -3.37146
C: 0.09856 3.76243 -4.41317
C: -0.62594 2.57622 -4.22459
C: -1.27038 2.29145 -3.02900
C: -1.10200 3.87605 1.06742
C: 0.17813 4.49373 0.97568
C: 0.58529 5.32405 2.02071
C: -0.26225 5.60808 3.09921
C: -1.50478 5.04899 3.12622
C: -1.92131 4.12128 2.15354
C: -3.77564 2.62028 -0.30983
C: -4.64885 1.57188 -0.22105
C: -5.98007 1.75288 -0.22999
C: -6.57144 2.98041 -0.64568
C: -5.67495 4.03738 -0.76247
C: -4.34394 3.88892 -0.43606
H: -0.41357 5.11844 -1.31316
H: 0.73948 5.57216 -3.48926
H: 0.57168 4.05770 -5.37269
H: -0.72158 1.83486 -5.06172
H: -1.95471 1.50238 -2.93337
H: 0.86000 4.15734 0.20983
H: 1.57287 5.75406 1.95802
H: 0.08620 6.18637 3.98961
H: -2.17812 5.39281 3.88948
H: -2.86402 3.58049 2.22458
H: -4.21592 0.54879 0.05832
H: -6.60745 0.91159 0.13035
H: -7.67225 3.02315 -0.79156
H: -6.09215 5.05122 -0.91773
H: -3.77122 4.78199 -0.24435

Atoms 1-3, force components in eV/Å:
Mo -5.119 0.990 -1.044
C 0.041 -0.075 -1.466
Sb 0.313 -0.189 2.545